Formula: C9H23N2O15S2V
Source: the Open Molecules 2025 dataset
Level of theory: the ωB97M-V functional and the def2-TZVPD basis

Summary:
Total charge   -2
Relative energy (zero: lowest compared OMol25 entry of this formula, charge and spin)   0.000 eV
HOMO level   -2.326 eV

```
52
Properties=species:S:1:pos:R:3:forces:R:3
O -2.0552 1.5290 0.6130 -0.10 -0.30 0.16
V -1.5903 0.0671 1.0123 0.02 -2.11 2.09
O -0.0234 0.2441 1.3546 -1.16 -0.04 -0.40
C -3.1023 1.6899 3.6838 -0.83 0.98 0.26
C -2.1018 0.5486 3.8639 0.29 0.47 1.20
C -2.2342 0.2023 5.3729 1.05 -1.49 -0.14
O -2.2640 -0.5849 3.0844 0.52 2.08 -2.19
H -3.0559 2.4663 4.4633 0.64 -0.28 0.38
H -4.1088 1.3008 3.8718 -0.09 -0.13 -0.72
H -3.0344 2.3240 2.7959 -0.15 -0.79 -0.48
H -1.0901 0.9682 3.7387 0.18 0.13 -0.02
H -1.4899 -0.5671 5.6221 -0.13 -0.23 -0.28
H -3.2034 -0.2742 5.5334 -0.14 0.32 0.23
H -1.9722 0.9742 6.1000 -0.57 0.52 -0.28
N -4.3759 -1.8134 0.1169 -0.04 -0.22 -1.01
O -3.6876 -0.7282 0.1851 0.34 -0.13 0.37
O -4.6582 -2.2368 -1.0368 0.14 0.32 1.06
O -4.7717 -2.3867 1.1311 0.21 0.46 -0.37
N -1.4263 -3.3717 0.8773 -0.23 -1.13 0.95
O -1.1046 -2.1609 0.7561 0.10 0.50 -0.45
O -1.1642 -4.1613 -0.0707 -0.10 0.53 0.52
O -1.9161 -3.7718 1.9444 0.37 0.14 -1.09
O 5.1944 1.8069 -1.3920 -0.50 -0.19 -0.26
S 3.9456 1.0906 -1.2872 -0.53 -0.31 0.13
O 3.7751 -0.1920 -1.9204 0.47 0.65 0.69
O 3.6213 0.9209 0.2706 0.15 -0.18 -0.86
C 3.6794 2.1150 1.0756 -0.70 1.05 0.34
C 2.3307 2.3648 1.7101 -0.01 -0.42 0.81
C 2.5719 2.0881 -1.8502 0.58 0.02 0.42
H 3.8541 3.0055 0.4691 0.74 -0.27 -0.19
H 4.4572 2.0047 1.8287 0.16 -0.16 -0.22
H 2.0070 1.4615 2.2270 -0.50 -0.04 -0.44
H 1.6091 2.7270 0.9810 -0.23 -0.44 0.05
H 2.3691 3.1103 2.5097 0.41 0.22 -0.19
H 1.6527 1.5511 -1.6231 0.02 -0.10 -0.16
H 2.7425 2.2402 -2.9130 -0.18 -0.03 -0.02
H 2.5901 3.0374 -1.3188 -0.02 0.05 -0.10
O -0.9532 -0.5243 -1.3441 -0.55 0.71 -1.04
S -0.5214 -1.4636 -2.3311 1.44 -1.11 1.18
O -1.3664 -2.4424 -2.9492 0.23 0.93 -0.05
O 0.2218 -0.5802 -3.5177 -0.46 -0.77 1.08
C 0.5170 -1.3231 -4.6918 -1.05 1.61 -2.22
C 1.1516 -0.2807 -5.6149 0.32 1.07 -0.25
C 0.9318 -2.2566 -1.6055 -0.72 0.21 0.12
H -0.4261 -1.5354 -5.2032 -0.07 -0.63 0.41
H 1.0900 -2.2466 -4.6310 0.21 0.15 0.73
H 1.8761 0.3352 -5.0745 0.60 -0.60 -0.14
H 0.4858 0.5216 -5.9557 -0.76 -0.43 0.44
H 1.5120 -0.6404 -6.5814 0.49 -0.48 0.39
H 1.7411 -2.2565 -2.3290 0.02 -0.24 0.02
H 0.5888 -3.2224 -1.2316 0.03 -0.12 -0.29
H 1.1814 -1.6741 -0.7202 0.06 0.21 -0.16
```
Positions in Å, forces in eV/Å.

Atomic partial charges in e from the Mulliken method, atoms 1 to 8:
1. O -0.5917
2. V 1.0183
3. O -0.4710
4. C -1.3564
5. C 1.1853
6. C -1.6453
7. O -0.5885
8. H 0.4089

---

Formula: C9H24AlF3N5O3
Source: the Open Molecules 2025 dataset
Level of theory: the ωB97M-V functional and the def2-TZVPD basis

Summary:
Total charge   -1
HOMO level   -4.843 eV

```
45
Properties=species:S:1:pos:R:3:forces:R:3
N 2.3670 -0.4481 2.6356 -0.23 0.09 -0.37
C 2.0414 -0.2828 1.1902 0.61 0.43 -0.54
C 2.3487 -1.5577 0.2777 -1.26 0.40 -0.53
C 1.0379 -2.0437 -0.5456 0.88 0.37 -0.23
Al 0.0072 -3.5470 0.3913 0.03 0.16 0.13
C -1.2503 -2.8881 1.8716 -0.64 1.24 0.50
C -2.7878 -2.8302 1.4561 0.96 -1.79 1.65
O -3.0401 -2.3166 0.1305 0.21 1.44 0.98
C -2.6423 -0.9615 -0.0074 0.18 0.01 -1.05
C -3.5413 0.0895 0.7784 0.43 0.59 -0.56
F -4.0006 1.0636 -0.1595 0.37 -1.25 1.59
F -4.6834 -0.4264 1.3616 2.18 1.22 -0.61
F -2.7474 0.8258 1.6792 -2.06 -1.39 -1.14
H 1.6741 -1.0781 3.0507 0.62 0.06 -0.13
H 3.3105 -0.8384 2.7452 -0.74 -0.05 -0.07
H 2.6787 0.5776 0.7931 -0.97 -1.05 0.54
H 0.9599 0.0731 1.1314 1.27 -0.69 -0.02
H 2.7052 -2.3992 0.9446 -0.17 0.88 -0.81
H 3.1246 -1.2608 -0.4914 -0.48 -0.41 1.08
H 1.4059 -2.4810 -1.5406 -0.56 0.62 1.14
H 0.4206 -1.1206 -0.7955 0.76 -0.92 0.06
H -0.8777 -4.4483 -0.6115 -0.10 -0.08 -0.23
H 1.1230 -4.4764 1.1015 0.26 -0.12 0.12
H -1.1364 -3.4867 2.8428 -0.38 0.67 -1.30
H -0.9589 -1.8120 2.1659 -0.25 -1.29 -0.20
H -3.3522 -2.3013 2.2862 0.16 -0.21 -1.27
H -3.1628 -3.9106 1.4504 0.33 1.51 -0.26
H -2.7569 -0.7076 -1.1155 -0.03 -0.32 1.51
H -1.5409 -0.7731 0.2225 -1.47 -0.28 0.14
C -3.7152 4.0161 -2.9734 0.55 0.10 -0.02
O -3.0151 4.8299 -3.5597 -0.20 -0.02 0.00
N -3.2104 3.0993 -2.1113 0.24 -0.15 0.14
N -5.0648 3.9604 -3.1364 -0.69 0.19 -0.26
H -3.7700 2.4243 -1.6215 0.12 0.08 -0.02
H -2.2156 3.1077 -1.9634 -0.13 -0.02 0.00
H -5.4777 4.6242 -3.7680 0.07 -0.10 0.09
H -5.6574 3.3018 -2.6659 0.09 0.01 0.00
C 5.1680 1.9722 -0.5171 -0.60 -0.14 0.00
O 3.9807 1.7887 -0.7202 0.31 0.16 -0.09
N 5.7275 1.8403 0.7148 0.07 -0.08 0.65
N 6.0355 2.3246 -1.5045 0.30 0.20 -0.62
H 6.7011 1.9860 0.9050 -0.06 -0.02 -0.05
H 5.1154 1.5800 1.4706 0.04 0.02 -0.11
H 5.6570 2.4313 -2.4298 0.03 -0.04 0.14
H 7.0152 2.4800 -1.3584 -0.07 -0.03 0.02
```
Positions in Å, forces in eV/Å.

Atomic partial charges in e from the Mulliken method, atoms 1 to 8:
1. N -0.7679
2. C 0.1850
3. C -0.4944
4. C -0.6652
5. Al 0.2054
6. C -0.6051
7. C -0.4443
8. O -0.3666

---

Formula: C9H24AsN3SSbSe4V
Source: the Open Molecules 2025 dataset
Level of theory: the ωB97M-V functional and the def2-TZVPD basis

Summary:
Total charge   -1
Multiplicity   4
Relative energy (zero: lowest compared OMol25 entry of this formula, charge and spin)   0.644 eV
Expectation value of S²   3.830
HOMO level (alpha / beta)   -3.628 / -3.546 eV

```
44
Properties=species:S:1:pos:R:3:forces:R:3
V 0.2502 0.3952 0.4090 -0.06 0.33 -0.24
C -0.0390 -0.8668 -2.3454 -0.02 0.01 -0.01
C 0.9988 0.2639 -2.4402 -0.01 0.00 0.00
N 0.6455 1.3632 -1.5409 -0.09 0.04 -0.03
C -0.4853 2.1790 -2.0016 0.02 -0.01 0.01
C -1.3136 2.6670 -0.8158 0.01 -0.01 0.00
N -1.5505 1.5933 0.1589 -0.05 -0.03 0.02
C -2.6106 0.6164 -0.1286 0.01 0.00 0.00
C -2.2020 -0.3868 -1.2079 0.00 0.01 0.03
N -0.7947 -0.8238 -1.0676 0.14 -0.13 -0.10
H 0.4678 -1.8300 -2.4068 0.01 0.00 0.00
H -0.7433 -0.8292 -3.1810 0.00 0.00 0.00
H 1.0958 0.6026 -3.4792 -0.01 0.00 0.00
H 1.9734 -0.0925 -2.1090 0.01 0.01 -0.01
H 1.4904 1.9684 -1.4461 0.03 -0.02 0.03
H -1.1011 1.5924 -2.6847 0.00 0.00 0.00
H -0.1278 3.0463 -2.5659 -0.01 0.00 0.00
H -2.2536 3.1107 -1.1688 0.00 0.00 0.00
H -0.7462 3.4395 -0.2947 0.00 0.00 0.00
H -1.7058 1.9839 1.0814 -0.01 0.00 0.00
H -3.5470 1.1062 -0.4269 0.00 0.00 0.00
H -2.7780 0.0805 0.8060 -0.01 0.01 0.00
H -2.3385 0.0472 -2.1980 -0.01 0.00 0.00
H -2.8637 -1.2549 -1.1477 0.00 0.00 0.00
H -0.7967 -1.7841 -0.7108 -0.15 0.11 0.10
Se 3.4348 2.8735 -0.7715 0.07 0.02 -0.04
Sb 2.4168 1.8527 1.2198 -0.07 -0.12 -0.08
Se 2.3272 -0.8908 0.8007 0.12 -0.18 0.08
Se -0.2071 -0.3677 2.5527 0.00 -0.10 0.18
Se 3.6233 2.2369 3.2377 0.02 0.08 0.10
C 0.1701 -4.0139 2.2633 -0.04 0.02 -0.05
As 0.0537 -4.7839 0.5159 -0.01 -0.02 -0.02
C -0.1043 -6.6883 0.8053 0.01 0.00 -0.01
C 1.7801 -4.5458 -0.2969 0.00 0.00 0.01
S -1.5360 -4.0853 -0.6566 0.03 -0.02 -0.03
H -0.7835 -4.1523 2.7692 0.01 -0.01 0.01
H 0.3546 -2.9451 2.1410 0.04 0.00 0.09
H 0.9798 -4.4806 2.8233 0.01 0.01 -0.01
H 0.7314 -7.0455 1.4067 0.00 0.00 0.00
H -0.1175 -7.1928 -0.1586 0.00 0.01 0.00
H -1.0434 -6.8769 1.3218 0.00 0.00 0.00
H 2.5395 -5.0459 0.3040 0.00 0.00 0.00
H 1.9949 -3.4764 -0.3276 0.00 0.00 0.00
H 1.7527 -4.9619 -1.3021 0.00 0.00 0.00
```
Positions in Å, forces in eV/Å.

Atomic partial charges in e from the Mulliken method, atoms 1 to 8:
1. V 0.3554
2. C -0.5830
3. C -0.6458
4. N 0.5666
5. C -0.8211
6. C -0.8319
7. N -0.0849
8. C -0.8726

---

Formula: C9H24FO3Rb
Source: the Open Molecules 2025 dataset
Level of theory: the ωB97M-V functional and the def2-TZVPD basis

Summary:
Total charge   0
Relative energy (zero: lowest compared OMol25 entry of this formula, charge and spin)   0.127 eV
HOMO level   -8.981 eV

```
38
Properties=species:S:1:pos:R:3:forces:R:3
Rb 2.7154 1.7746 3.2837 -0.67 -0.19 -0.74
F 0.5213 1.2518 1.5389 0.41 -0.08 0.13
C 1.3984 -2.5544 -0.0227 0.07 0.24 -0.83
C 0.1386 -2.1223 0.6681 -0.49 0.37 1.33
C -0.8087 -3.2753 0.9787 -0.11 0.33 -0.12
O 0.4672 -1.4691 1.9145 0.19 -0.19 -0.44
H 1.9665 -1.6767 -0.3441 0.10 -0.06 0.16
H 1.1599 -3.1075 -0.9372 0.08 -0.14 0.10
H 2.0131 -3.1655 0.6350 -0.01 -0.07 0.04
H -0.4207 -1.3651 0.1102 0.11 -0.24 -0.46
H -0.3008 -4.0911 1.4945 0.05 -0.01 -0.03
H -1.2676 -3.6447 0.0583 0.10 -0.16 0.02
H -1.6061 -2.8978 1.6201 0.02 -0.04 0.01
H 0.4141 -0.5127 1.7194 0.09 0.22 0.35
C -3.7485 1.8968 0.5615 -0.55 0.16 -0.03
C -3.3418 0.4541 0.7794 0.83 -0.07 0.55
C -2.9961 -0.2352 -0.5230 -0.36 0.06 -0.64
O -2.2252 0.3942 1.6768 -0.26 -0.02 -0.39
H -4.6780 1.9628 -0.0145 0.12 -0.02 -0.08
H -2.9717 2.4478 0.0267 0.04 -0.05 0.00
H -3.9365 2.3988 1.5107 0.13 -0.06 0.06
H -4.1115 -0.1040 1.3159 -0.24 0.11 -0.18
H -2.8468 -1.3085 -0.4142 0.07 0.01 0.14
H -2.0973 0.2037 -0.9693 0.05 0.00 0.16
H -3.7910 -0.0786 -1.2624 0.00 -0.11 0.10
H -1.4556 0.7637 1.2139 0.26 0.10 0.42
C 1.5805 0.9559 -1.8564 0.39 0.34 -0.05
C 2.7716 1.3679 -0.9972 -0.70 0.20 0.76
C 3.8931 2.0160 -1.7629 0.62 -0.71 -0.06
O 2.3474 2.2980 0.0098 0.34 -0.04 -0.01
H 1.2947 1.7903 -2.5015 -0.04 -0.05 -0.03
H 0.7332 0.7241 -1.2121 0.00 -0.22 -0.03
H 1.8563 0.0996 -2.4736 -0.20 -0.05 -0.04
H 3.1346 0.4679 -0.4765 0.17 -0.01 -0.17
H 4.6805 2.3168 -1.0690 -0.12 0.29 0.00
H 3.5621 2.8575 -2.3664 -0.06 0.09 0.08
H 4.3705 1.2703 -2.4089 -0.18 0.13 -0.17
H 1.5851 1.8957 0.4960 -0.29 -0.05 0.08
```
Positions in Å, forces in eV/Å.

Atomic partial charges in e from the Mulliken method, atoms 1 to 8:
1. Rb 0.9753
2. F -0.9381
3. C -1.1851
4. C 1.7345
5. C -1.6852
6. O -0.6106
7. H 0.0317
8. H 0.3181

---

Formula: C9H24IO4P2RuS
Source: the Open Molecules 2025 dataset
Level of theory: the ωB97M-V functional and the def2-TZVPD basis

Summary:
Total charge   +2
Multiplicity   6
Relative energy (zero: lowest compared OMol25 entry of this formula, charge and spin)   0.000 eV
Expectation value of S²   8.786
HOMO level (alpha / beta)   -14.553 / -16.469 eV

```
42
Properties=species:S:1:pos:R:3:forces:R:3
C -0.1721 0.0221 -4.9578 0.37 -0.35 -0.79
I 0.2505 -0.3777 -2.7530 -0.41 0.72 -2.43
H 0.8220 0.1900 -5.3835 -0.21 -0.03 0.24
H -0.8229 0.8868 -5.0644 0.04 -0.05 0.45
H -0.6237 -0.8938 -5.3500 0.09 0.17 0.32
Ru -0.3317 -0.0097 -0.2975 2.67 -0.08 2.86
P 0.1149 2.2292 -0.2866 1.62 3.52 0.42
C -1.4633 3.1015 -0.5202 -0.30 -0.60 -0.19
C 0.7575 2.8150 1.3151 0.03 -0.38 0.11
H 1.0067 3.8847 1.2901 -0.12 -0.25 -0.19
H 1.3454 3.8925 -1.5950 -0.11 -0.24 0.10
H 1.6585 2.2359 1.5527 -0.16 0.20 0.04
H 2.3003 2.4201 -1.2722 -0.20 0.07 -0.05
H -2.1101 2.8674 0.3370 0.12 0.09 -0.18
H -0.0025 2.6216 2.0839 0.22 0.13 -0.25
C 1.3045 2.7966 -1.5400 0.04 -0.09 -0.16
H -1.3008 4.1839 -0.5879 0.17 -0.18 0.03
H 1.0275 2.3807 -2.5170 0.11 0.33 0.24
H -1.9325 2.7385 -1.4427 -0.03 0.25 0.14
P 0.1551 -2.2132 0.0281 1.52 -3.66 0.78
C -1.4224 -3.1299 -0.0585 -0.21 0.60 -0.20
C 1.3456 -2.9932 -1.1313 -0.08 0.16 -0.20
H 1.7564 -1.9810 1.7980 -0.19 -0.21 0.11
H 1.0436 -3.6323 1.8214 -0.12 0.31 -0.23
H 0.0982 -2.2148 2.4307 0.29 -0.22 -0.23
C 0.8302 -2.5606 1.6871 -0.02 0.42 0.02
H 2.3396 -2.5611 -0.9453 -0.23 -0.15 -0.05
H 1.3872 -4.0821 -0.9922 -0.07 0.28 0.12
H -1.2405 -4.2082 0.0555 0.12 0.28 0.00
H -1.8958 -2.9293 -1.0296 0.02 -0.22 0.25
H 1.0534 -2.7578 -2.1693 0.24 -0.53 0.62
H -2.0687 -2.7602 0.7542 0.14 -0.17 -0.24
C -2.1719 -0.0285 -0.5787 -9.93 -0.27 -1.50
O -3.3202 -0.0512 -0.7739 4.71 0.12 0.70
C -1.2651 0.2529 4.2382 0.07 0.12 -0.12
S -1.7914 0.1989 2.5368 -1.63 0.10 2.28
O -2.5631 -1.0165 2.3347 0.96 0.65 -0.55
O -2.4620 1.4500 2.2255 0.92 -0.71 -0.49
O -0.4136 0.1145 1.8507 -0.09 -0.02 -1.60
H -2.1056 0.6249 4.8244 0.04 -0.08 -0.05
H -0.4066 0.9320 4.3249 -0.33 -0.17 -0.03
H -0.9907 -0.7553 4.5563 -0.05 0.15 -0.08
```
Positions in Å, forces in eV/Å.

Atomic partial charges in e from the Mulliken method, atoms 1 to 8:
1. C -0.9834
2. I 0.5027
3. H 0.3561
4. H 0.3534
5. H 0.3843
6. Ru 0.0220
7. P 1.1795
8. C -1.2610

---

Copy entry 5 word for word.
Formula: C9H24IO4P2RuS
Source: the Open Molecules 2025 dataset
Level of theory: the ωB97M-V functional and the def2-TZVPD basis

Summary:
Total charge   +2
Multiplicity   6
Relative energy (zero: lowest compared OMol25 entry of this formula, charge and spin)   0.000 eV
Expectation value of S²   8.786
HOMO level (alpha / beta)   -14.553 / -16.469 eV

```
42
Properties=species:S:1:pos:R:3:forces:R:3
C -0.1721 0.0221 -4.9578 0.37 -0.35 -0.79
I 0.2505 -0.3777 -2.7530 -0.41 0.72 -2.43
H 0.8220 0.1900 -5.3835 -0.21 -0.03 0.24
H -0.8229 0.8868 -5.0644 0.04 -0.05 0.45
H -0.6237 -0.8938 -5.3500 0.09 0.17 0.32
Ru -0.3317 -0.0097 -0.2975 2.67 -0.08 2.86
P 0.1149 2.2292 -0.2866 1.62 3.52 0.42
C -1.4633 3.1015 -0.5202 -0.30 -0.60 -0.19
C 0.7575 2.8150 1.3151 0.03 -0.38 0.11
H 1.0067 3.8847 1.2901 -0.12 -0.25 -0.19
H 1.3454 3.8925 -1.5950 -0.11 -0.24 0.10
H 1.6585 2.2359 1.5527 -0.16 0.20 0.04
H 2.3003 2.4201 -1.2722 -0.20 0.07 -0.05
H -2.1101 2.8674 0.3370 0.12 0.09 -0.18
H -0.0025 2.6216 2.0839 0.22 0.13 -0.25
C 1.3045 2.7966 -1.5400 0.04 -0.09 -0.16
H -1.3008 4.1839 -0.5879 0.17 -0.18 0.03
H 1.0275 2.3807 -2.5170 0.11 0.33 0.24
H -1.9325 2.7385 -1.4427 -0.03 0.25 0.14
P 0.1551 -2.2132 0.0281 1.52 -3.66 0.78
C -1.4224 -3.1299 -0.0585 -0.21 0.60 -0.20
C 1.3456 -2.9932 -1.1313 -0.08 0.16 -0.20
H 1.7564 -1.9810 1.7980 -0.19 -0.21 0.11
H 1.0436 -3.6323 1.8214 -0.12 0.31 -0.23
H 0.0982 -2.2148 2.4307 0.29 -0.22 -0.23
C 0.8302 -2.5606 1.6871 -0.02 0.42 0.02
H 2.3396 -2.5611 -0.9453 -0.23 -0.15 -0.05
H 1.3872 -4.0821 -0.9922 -0.07 0.28 0.12
H -1.2405 -4.2082 0.0555 0.12 0.28 0.00
H -1.8958 -2.9293 -1.0296 0.02 -0.22 0.25
H 1.0534 -2.7578 -2.1693 0.24 -0.53 0.62
H -2.0687 -2.7602 0.7542 0.14 -0.17 -0.24
C -2.1719 -0.0285 -0.5787 -9.93 -0.27 -1.50
O -3.3202 -0.0512 -0.7739 4.71 0.12 0.70
C -1.2651 0.2529 4.2382 0.07 0.12 -0.12
S -1.7914 0.1989 2.5368 -1.63 0.10 2.28
O -2.5631 -1.0165 2.3347 0.96 0.65 -0.55
O -2.4620 1.4500 2.2255 0.92 -0.71 -0.49
O -0.4136 0.1145 1.8507 -0.09 -0.02 -1.60
H -2.1056 0.6249 4.8244 0.04 -0.08 -0.05
H -0.4066 0.9320 4.3249 -0.33 -0.17 -0.03
H -0.9907 -0.7553 4.5563 -0.05 0.15 -0.08
```
Positions in Å, forces in eV/Å.

Atomic partial charges in e from the Mulliken method, atoms 1 to 8:
1. C -0.9834
2. I 0.5027
3. H 0.3561
4. H 0.3534
5. H 0.3843
6. Ru 0.0220
7. P 1.1795
8. C -1.2610

---

Which of these has the lowest total charge?
C9H23N2O15S2V